The following is a quantum chemistry calculation of a cluster of 7 separate species, C25H56F24N3OP4 in total in a non-equilibrium geometry, from OMol25.

Computed properties:
Largest force on an atom, eV Å⁻¹: 4.128
Charge: -1
Molecular weight, g mol⁻¹: 994.59
E_LUMO, eV: 1.2996
Orbital gap, eV: 9.87

Atoms and positions in Å:
C: 1.2600 -0.2862 -0.3739
C: 0.0474 -1.1004 -0.7252
O: -1.0177 -0.6336 -0.4982
N: 0.1859 -2.4210 -1.3641
H: -0.5213 -2.3784 -2.1215
H: 1.0223 -2.5410 -1.9551
C: -0.0372 -3.5103 -0.3412
H: 1.0410 0.7642 -0.5289
H: 2.2470 -0.6056 -0.7086
H: 1.3673 -0.5145 0.6975
H: 0.8375 -3.4600 0.3017
H: 0.0641 -4.4639 -0.8565
H: -0.9957 -3.4649 0.1569
C: 0.0026 -2.8158 6.7685
C: -0.3576 -1.4770 7.4809
C: -0.6812 -0.2085 6.6961
C: -1.5353 -0.4243 5.4395
N: -1.8381 0.8480 4.6588
C: -2.4114 0.4833 3.2943
C: -1.2956 0.5712 2.2560
C: -0.3071 1.6063 2.8000
C: -0.5647 1.6027 4.2982
C: -2.6259 1.8277 5.5155
C: -4.0237 1.3063 5.8596
C: -4.9947 2.4758 6.1253
H: -0.8002 -3.0769 6.0793
H: 0.1263 -3.6463 7.4599
H: 0.9464 -2.6589 6.2479
H: 0.4787 -1.4473 8.1820
H: -1.2371 -1.7325 8.0838
H: 0.2486 0.2763 6.3980
H: -1.1889 0.4600 7.3927
H: -2.5115 -0.8208 5.7209
H: -1.0909 -1.1477 4.7548
H: -3.2845 1.1439 3.2683
H: -2.8945 -0.4949 3.3143
H: -1.7629 0.7895 1.3003
H: -0.8322 -0.4129 2.1774
H: -0.4949 2.4874 2.1891
H: 0.7049 1.2288 2.6671
H: -0.4206 2.5798 4.7580
H: 0.2833 1.0511 4.7013
H: -2.7733 2.6638 4.8306
H: -1.9683 2.0835 6.3367
H: -3.9632 0.5629 6.6535
H: -4.4911 0.8020 5.0131
H: -4.5819 3.4172 6.4974
H: -5.6286 2.1866 6.9646
H: -5.5011 2.6887 5.1879
C: 4.3185 -0.6385 -4.6485
C: 3.7645 0.7801 -4.7352
C: 2.2144 0.8728 -4.5985
C: 1.6659 2.1775 -5.1066
N: 0.0969 2.2596 -4.9723
C: -0.4078 3.4960 -5.6486
C: -1.4979 3.0357 -6.6482
C: -0.9813 1.6289 -7.0519
C: -0.5328 1.1152 -5.6907
C: -0.2356 2.2011 -3.4896
C: -1.7109 2.2733 -3.1738
C: -2.0739 2.5988 -1.7147
H: 4.2525 -1.1253 -3.6747
H: 5.3744 -0.5384 -4.8960
H: 3.8228 -1.3704 -5.2896
H: 4.0717 1.1798 -5.7082
H: 4.2670 1.4000 -3.9899
H: 2.1190 0.7115 -3.5239
H: 1.8669 -0.0129 -5.1255
H: 1.7049 2.2859 -6.1895
H: 1.9728 3.0699 -4.5664
H: -0.8843 4.1352 -4.9063
H: 0.4187 4.0424 -6.0961
H: -2.4705 3.0880 -6.1652
H: -1.4641 3.7380 -7.4817
H: -1.8060 1.1056 -7.5302
H: -0.2319 1.8165 -7.8211
H: -1.3745 0.7240 -5.1284
H: 0.1751 0.3202 -5.8976
H: 0.3505 2.9918 -3.0166
H: 0.1671 1.2754 -3.0864
H: -2.1486 1.2865 -3.3413
H: -2.3481 2.9805 -3.7120
H: -1.6430 1.8585 -1.0263
H: -3.1387 2.4268 -1.5702
H: -1.6754 3.5320 -1.3170
P: 3.8513 -4.0927 -2.5568
F: 4.4773 -3.8738 -4.0105
F: 2.7919 -2.8844 -2.8085
F: 2.7260 -5.1662 -3.1051
F: 3.3132 -4.3767 -1.0461
F: 4.9157 -5.2802 -2.3012
F: 4.9016 -3.0109 -1.9471
P: 3.5481 2.0026 2.1434
F: 2.7200 1.4595 3.4171
F: 3.2851 0.6425 1.3348
F: 2.1158 2.5887 1.5126
F: 4.3234 2.5996 0.8329
F: 3.7772 3.4321 2.8491
F: 4.8928 1.3331 2.7682
P: -1.7544 -2.6943 -4.5045
F: -1.0388 -4.0052 -5.0986
F: -3.1911 -3.2803 -4.8837
F: -1.8238 -3.3497 -3.0402
F: -2.3994 -1.2688 -3.9904
F: -0.2620 -2.0199 -4.2555
F: -1.6424 -1.9940 -5.9913
P: 0.3038 -2.8198 3.4306
F: 1.3628 -2.1606 2.4140
F: 0.6753 -4.2171 2.7071
F: 1.4920 -3.1170 4.5311
F: -0.7344 -3.4932 4.4916
F: 0.0796 -1.3920 4.1694
F: -0.9352 -2.4468 2.4217

Forces on the atoms, in the same order (eV/Å):
0.38 -1.43 0.58
2.00 1.93 -0.13
-1.47 -0.81 -0.38
-1.31 0.25 -0.73
-0.36 -0.68 0.57
0.79 -0.14 0.76
1.25 -0.86 -0.87
0.13 0.05 0.18
-0.21 0.01 -0.63
-0.09 0.55 0.10
-0.32 0.10 0.46
-0.15 0.08 -0.19
0.04 0.56 -0.03
-0.59 1.50 0.20
-0.33 -2.30 0.85
0.52 0.00 -0.43
-1.82 0.18 1.49
1.50 0.30 0.40
-1.28 0.06 0.90
-0.65 -0.53 0.68
-0.85 -1.00 -0.91
1.99 -0.12 -0.07
-1.07 -0.96 -1.95
0.37 0.54 0.18
0.30 -0.23 0.95
0.66 0.14 1.04
-0.01 0.20 0.43
-0.48 -0.33 0.15
-0.15 1.30 0.17
-0.05 0.28 0.17
0.08 -0.01 0.10
0.02 0.16 0.03
-0.23 0.16 0.14
-1.79 1.11 1.28
0.36 0.47 -1.02
0.42 -0.21 0.35
0.27 0.20 -0.12
-0.21 0.31 -0.06
0.43 0.59 0.78
-0.14 0.54 -0.33
-0.89 0.06 0.12
-0.28 -0.19 0.06
0.23 0.36 0.30
-0.31 0.13 0.20
-0.17 0.24 0.23
0.51 -0.30 -0.12
0.60 -0.15 -0.26
-0.68 -0.03 -0.54
-0.49 0.12 0.29
0.01 -0.14 0.35
-0.17 0.23 -0.56
2.02 -0.49 0.48
-2.14 -0.30 -0.11
0.75 -0.69 0.88
-1.23 0.43 0.34
1.52 0.59 -0.18
-1.58 1.93 0.33
0.04 -1.25 -1.73
0.03 0.58 -0.01
-1.30 -0.16 0.78
1.10 -1.25 0.82
0.02 0.45 0.22
0.05 -0.47 -0.09
0.10 0.30 -0.41
-0.10 0.08 -0.06
-0.16 0.09 0.07
-0.74 0.13 -0.03
-0.44 0.18 0.03
0.93 0.04 0.01
0.52 -0.04 -0.17
0.38 0.08 0.14
0.05 -0.20 -0.12
-0.08 -0.39 -0.10
-0.36 -0.06 -0.07
0.23 -0.59 0.28
0.46 -0.50 0.31
0.09 -0.07 0.00
-0.01 -0.14 0.77
-0.15 0.23 -0.08
-0.06 -0.15 -0.24
0.00 0.03 -0.21
0.65 0.06 -0.71
0.16 -0.12 -0.25
-0.11 0.67 -0.09
-0.47 0.37 -0.38
1.02 -1.75 1.13
-0.42 0.14 -0.54
-0.75 0.38 0.21
0.65 0.78 -0.06
-0.74 0.73 -0.16
0.02 -0.15 -0.33
-0.27 0.11 -0.17
0.27 0.45 -0.96
-0.22 -0.01 0.28
-0.21 -0.43 -0.04
0.38 -0.07 0.11
0.09 -0.36 0.38
0.14 -0.29 0.49
-0.32 0.92 -0.31
0.53 0.64 -3.07
-0.10 0.11 0.50
-0.14 0.24 0.43
0.17 0.47 0.30
-0.07 -0.60 0.60
-0.09 -0.32 1.25
-0.38 -0.08 -0.09
2.33 -1.77 0.23
-0.31 0.88 0.05
-1.41 0.00 0.31
-0.06 0.12 -1.39
-0.39 -0.52 -2.90
3.40 -0.64 -2.25
0.38 -0.68 0.37

=====

The following is a quantum chemistry calculation of a structure of composition C38H44BrN7O4P2S in a non-equilibrium geometry, from OMol25.

Computed properties:
Largest force on an atom, eV Å⁻¹: 4.448
Molecular weight, g mol⁻¹: 836.73
E_LUMO, eV: -1.4775
Orbital gap, eV: 7.30

Atoms and positions in Å:
C: -5.4106 -1.4929 -0.3299
C: -5.6458 -0.5111 0.9127
C: -4.2449 0.1519 1.2253
C: -3.9473 0.3065 2.7963
C: -2.4024 0.6179 2.8876
C: -1.9620 2.0226 2.8099
P: -3.2438 3.3963 2.6613
P: -3.8718 3.7161 4.7447
O: -4.5730 5.0228 4.8875
O: -4.7102 2.4133 5.3446
O: -2.4471 3.8014 5.6583
C: -0.4826 2.3261 2.8487
C: 0.1327 3.7809 2.7334
O: 0.8701 3.8197 1.5039
C: 0.6384 5.0176 0.7451
C: -0.1235 4.6455 -0.6013
C: 0.4957 1.2479 2.9704
Br: 2.4247 1.5596 3.0451
C: 0.0204 -0.1589 3.0608
N: 0.8850 -1.2650 3.1926
S: -0.2012 -2.5015 3.2279
N: -1.7311 -1.9003 3.1004
C: -1.4570 -0.5222 3.0101
H: -5.2876 -0.8824 -1.2806
H: -4.4293 -2.0400 -0.1980
H: -6.2062 -2.2753 -0.4267
H: -6.1197 -1.0306 1.7841
H: -6.3216 0.3150 0.5375
H: -3.3891 -0.4784 0.8344
H: -4.1064 1.1760 0.7905
H: -4.5730 1.1581 3.1651
H: -4.2313 -0.6037 3.3827
H: -2.6041 4.5930 2.2210
H: -4.6534 2.3988 6.3236
H: -2.3041 2.9517 6.1228
H: -0.6542 4.5673 2.8332
H: 0.8933 3.8531 3.5695
H: 0.1296 5.8412 1.3092
H: 1.6496 5.4106 0.4212
H: 0.4319 4.9798 -1.5176
H: -1.1750 5.0516 -0.6261
H: -0.2096 3.5214 -0.6880
N: 6.2714 4.2133 4.3947
C: 7.5375 4.0376 4.7875
C: 8.1422 2.7964 4.9106
C: 7.3921 1.6698 4.6135
C: 6.0769 1.8255 4.2060
C: 5.5682 3.1116 4.1118
H: 8.0828 4.9483 5.0118
H: 9.1727 2.7144 5.2310
H: 7.8279 0.6811 4.6985
H: 5.4599 0.9688 3.9660
H: 4.5452 3.2852 3.7939
N: 3.1848 -5.3946 4.8148
C: 2.6317 -4.3416 4.2031
C: 3.3310 -3.4721 3.3787
C: 4.6826 -3.7049 3.1793
C: 5.2788 -4.7889 3.8040
C: 4.4894 -5.5988 4.6053
H: 1.5725 -4.2010 4.3939
H: 2.8317 -2.6373 2.9071
H: 5.2653 -3.0483 2.5433
H: 6.3318 -5.0016 3.6722
H: 4.9098 -6.4611 5.1123
N: -4.4056 -1.5205 -3.3099
C: -4.5641 -0.5686 -4.2374
C: -4.0354 -0.6416 -5.5165
C: -3.2950 -1.7631 -5.8564
C: -3.1150 -2.7612 -4.9129
C: -3.6893 -2.5933 -3.6628
H: -5.1477 0.2910 -3.9232
H: -4.1982 0.1584 -6.2271
H: -2.8625 -1.8586 -6.8462
H: -2.5423 -3.6507 -5.1424
H: -3.5792 -3.3495 -2.8916
N: -0.4108 -3.4022 -8.2884
C: 0.3544 -2.8739 -7.3262
C: 1.4664 -2.0840 -7.5702
C: 1.8117 -1.8274 -8.8870
C: 1.0363 -2.3652 -9.9032
C: -0.0586 -3.1393 -9.5523
H: 0.0471 -3.1046 -6.3110
H: 2.0452 -1.6813 -6.7507
H: 2.6750 -1.2149 -9.1196
H: 1.2751 -2.1871 -10.9437
H: -0.6975 -3.5784 -10.3115
N: 0.9764 -0.4066 -4.7072
C: -0.3188 -0.5668 -4.4164
C: -0.7871 -0.9874 -3.1825
C: 0.1393 -1.2619 -2.1889
C: 1.4892 -1.1054 -2.4652
C: 1.8527 -0.6769 -3.7322
H: -1.0050 -0.3426 -5.2256
H: -1.8468 -1.0969 -3.0032
H: -0.1866 -1.5944 -1.2098
H: 2.2418 -1.3111 -1.7151
H: 2.8963 -0.5371 -3.9956

Forces on the atoms, in the same order (eV/Å):
0.28 0.43 0.41
0.70 0.29 -1.65
0.44 -0.51 1.35
0.64 0.42 -1.01
-0.73 1.39 0.33
1.96 -2.30 0.37
-0.72 -1.88 -0.61
0.72 2.18 2.09
0.55 -1.62 -0.55
1.43 0.99 -0.46
-1.79 -1.34 -0.51
1.10 -1.52 0.18
0.26 -1.72 0.70
-1.10 1.38 0.48
0.71 0.03 -1.90
-0.39 -0.33 0.16
-2.63 0.30 -0.08
-1.56 -0.35 -0.03
0.16 -0.04 -0.07
-4.28 1.17 -0.34
-0.11 -0.38 -0.01
3.04 3.09 -0.07
1.12 1.69 -0.02
-0.38 -1.01 1.27
-1.04 0.48 -0.06
0.52 0.86 -0.12
0.60 0.51 -0.66
0.42 -0.98 0.72
-1.10 0.54 0.19
-0.35 -0.91 0.19
0.68 -0.79 -0.10
0.42 0.66 -0.63
0.16 -0.40 0.96
-0.17 0.11 -0.65
0.23 0.55 -0.35
0.83 -0.63 -0.16
-1.02 0.21 -0.67
0.33 -0.90 -0.27
-0.99 -0.38 0.63
-0.56 -0.08 0.93
1.08 -0.30 -0.04
0.18 1.19 0.26
0.18 -0.39 0.03
-0.30 0.19 -0.08
-0.05 -0.04 -0.01
0.05 -0.12 0.00
0.06 0.01 0.01
0.06 0.36 0.03
0.05 -0.05 0.01
-0.03 0.03 0.00
-0.02 0.04 0.00
-0.01 0.03 0.01
0.04 -0.04 0.02
0.20 0.26 -0.24
0.13 -0.29 0.18
0.07 -0.07 -0.04
0.06 0.03 -0.04
-0.04 0.07 -0.03
-0.32 -0.09 0.15
0.09 0.00 0.00
0.04 0.00 0.06
-0.03 -0.02 0.02
-0.03 -0.02 0.02
0.05 0.03 -0.03
0.27 -0.04 -0.70
-0.02 -0.15 0.32
0.03 -0.04 0.03
0.02 -0.04 -0.18
-0.07 -0.02 -0.05
-0.33 0.10 0.16
0.01 0.02 -0.07
-0.01 -0.01 0.04
0.01 -0.03 0.04
-0.02 0.02 0.01
0.04 -0.03 -0.05
0.28 0.27 -0.07
-0.28 -0.19 -0.15
0.13 -0.02 -0.06
0.05 0.02 -0.05
0.01 0.02 0.08
-0.20 -0.14 0.22
0.07 0.07 0.03
-0.11 0.02 0.00
-0.03 -0.02 0.01
-0.04 -0.02 0.02
0.06 0.03 -0.03
-0.05 -0.14 0.44
0.31 0.14 -0.27
0.10 0.04 0.14
-0.01 -0.01 0.08
-0.06 -0.01 -0.01
-0.11 0.10 -0.30
-0.04 -0.02 0.06
0.06 0.08 -0.01
0.01 0.02 -0.03
0.00 0.02 -0.04
0.01 -0.02 0.08

=====

The following is a quantum chemistry calculation of a cluster of 4 separate species, C20H45N2O10 in total in a non-equilibrium geometry, from OMol25.

Computed properties:
Largest force on an atom, eV Å⁻¹: 2.213
Charge: -1
Molecular weight, g mol⁻¹: 473.58
E_LUMO, eV: 2.3244
Orbital gap, eV: 6.86

Atoms and positions in Å:
C: -2.5708 -5.7832 -2.4633
C: -2.2009 -4.4927 -3.3214
C: -1.7494 -3.3816 -2.2664
C: -2.8846 -2.3438 -1.9349
C: -4.3246 -3.0243 -1.8837
N: -2.6314 -1.4237 -0.8320
C: -2.0290 -1.9701 0.3775
C: -0.4461 -1.9777 0.3863
O: 0.0933 -0.6641 0.0336
N: -0.0891 0.1290 1.1695
O: -0.8751 0.9725 0.9162
C: -2.6164 -3.3291 0.8963
O: -1.8195 -4.2813 1.0786
O: -3.8405 -3.4499 1.1576
H: -1.7028 -6.4767 -2.3732
H: -3.4568 -6.3114 -2.8792
H: -2.8203 -5.4887 -1.4147
H: -3.0416 -4.1538 -3.9568
H: -1.2770 -4.7511 -3.8882
H: -1.3505 -3.9395 -1.3961
H: -0.9364 -2.8085 -2.7888
H: -2.9518 -1.7002 -2.8557
H: -4.7248 -3.0900 -2.9192
H: -4.3319 -3.9766 -1.3234
H: -4.9755 -2.2892 -1.3498
H: -2.1863 -0.5563 -1.1152
H: -2.2786 -1.2394 1.1956
H: -0.1403 -2.1602 1.4471
H: -0.0100 -2.7947 -0.2171
C: 4.8724 2.9917 0.7950
O: 5.0102 3.0899 -0.6132
C: 5.6627 1.9569 -1.1759
C: 4.6678 0.9919 -1.8006
O: 3.8283 0.4035 -0.8178
C: 2.5440 1.0133 -0.7633
H: 4.1548 3.7467 1.1180
H: 4.5060 2.0097 1.1020
H: 5.8354 3.1918 1.2782
H: 6.2770 1.4505 -0.4244
H: 6.3303 2.3298 -1.9597
H: 5.2204 0.1761 -2.2777
H: 4.0729 1.4922 -2.5713
H: 1.9402 0.6820 -1.6130
H: 2.6109 2.1043 -0.7647
H: 2.0577 0.6981 0.1543
C: -1.1248 -1.1128 7.1231
O: -1.1599 -2.4789 6.7544
C: -2.1450 -2.7511 5.7563
C: -1.5269 -2.8693 4.3753
O: -0.9856 -1.6226 3.9403
C: 0.4215 -1.5496 4.0892
H: -0.2034 -0.9361 7.6802
H: -1.1363 -0.4539 6.2514
H: -1.9780 -0.8789 7.7705
H: -2.9284 -1.9866 5.7676
H: -2.6061 -3.7084 6.0163
H: -2.3075 -3.1446 3.6601
H: -0.7632 -3.6521 4.3557
H: 0.9052 -2.1412 3.3043
H: 0.7494 -1.9034 5.0707
H: 0.7178 -0.5063 3.9762
C: 1.6863 4.8512 -1.2093
O: 1.0359 4.2554 -2.3209
C: -0.3289 4.6395 -2.4288
C: -0.5211 5.7172 -3.4817
O: 0.1112 6.9366 -3.1038
C: 1.3561 7.1280 -3.7535
H: 2.7623 4.7206 -1.3348
H: 1.4718 5.9202 -1.1335
H: 1.3762 4.3479 -0.2869
H: -0.7181 4.9667 -1.4597
H: -0.8886 3.7493 -2.7317
H: -1.5899 5.9301 -3.5778
H: -0.1564 5.3769 -4.4559
H: 1.1917 7.4275 -4.7947
H: 1.9740 6.2273 -3.7259
H: 1.8862 7.9290 -3.2378

Forces on the atoms, in the same order (eV/Å):
-0.35 0.42 -0.08
0.74 -0.52 2.02
-0.10 0.14 -1.54
-0.55 -0.44 -1.34
0.32 1.22 0.48
-0.08 -0.73 0.09
0.61 1.18 0.92
-0.56 -1.13 1.25
-0.29 -1.00 -0.35
-1.05 0.60 -0.61
0.74 0.19 0.64
-1.05 -1.59 0.51
1.24 0.57 -0.39
0.42 1.47 -0.50
-0.63 0.42 -0.26
0.66 0.10 0.21
0.11 -0.23 -0.83
0.66 -0.23 0.20
-0.93 0.28 -0.15
-0.25 0.63 -0.33
-0.36 -0.32 0.85
0.15 -0.37 0.75
0.28 -0.40 0.62
-0.16 0.56 -0.44
0.45 -0.73 -0.26
0.05 -0.39 0.02
0.03 -0.63 -0.56
-0.26 -0.04 -0.83
-0.05 0.93 0.01
-0.01 0.11 -0.03
0.02 -0.21 0.17
-0.19 0.25 -0.36
0.09 -0.34 0.37
0.10 0.35 -0.10
-0.01 0.02 -0.03
0.04 0.02 -0.07
0.01 0.00 -0.04
-0.02 -0.05 0.08
-0.08 -0.04 0.01
0.02 -0.03 0.00
0.05 0.04 -0.05
0.02 0.08 0.04
-0.09 0.07 0.06
0.07 -0.01 -0.08
0.15 -0.11 -0.06
0.03 -0.15 0.06
-0.05 0.28 -0.03
0.30 -0.31 -0.04
-0.45 0.22 -0.20
0.24 -0.02 0.28
-0.15 0.04 -0.09
-0.03 -0.07 0.02
-0.03 -0.02 -0.01
-0.01 0.13 -0.02
0.06 0.03 -0.04
-0.02 0.01 -0.04
0.05 -0.09 -0.01
-0.01 0.03 0.03
0.15 -0.01 0.10
-0.03 -0.05 -0.01
-0.05 -0.02 -0.08
0.11 -0.14 0.01
-0.04 0.31 0.07
0.15 -0.27 -0.33
-0.19 0.20 0.37
0.19 -0.18 -0.12
-0.07 0.10 0.03
-0.05 -0.11 -0.03
-0.06 -0.02 -0.01
0.01 0.09 0.07
0.02 0.07 -0.04
-0.04 0.03 0.02
-0.01 -0.05 -0.02
0.06 -0.04 0.05
0.10 -0.04 -0.04
-0.04 -0.01 -0.01
-0.08 0.01 0.00

=====

The following is a quantum chemistry calculation of a cluster of 2 separate species, C3H10OS in total in a non-equilibrium geometry, from OMol25.

Computed properties:
SMILES: CCCS.O
Largest force on an atom, eV Å⁻¹: 1.928
Molecular weight, g mol⁻¹: 94.18
E_LUMO, eV: 0.6566
Orbital gap, eV: 9.87

Atoms and positions in Å:
C: -0.0636 1.4645 2.1709
C: 0.0405 0.7376 0.8088
C: 0.9022 -0.5089 0.7297
S: 0.9442 -1.3430 -0.8707
H: -0.7294 0.8754 2.8238
H: -0.4488 2.4965 2.1148
H: 0.9420 1.4884 2.6236
H: -0.9516 0.5928 0.3395
H: 0.5978 1.4733 0.1976
H: 1.9504 -0.2316 0.9527
H: 0.5982 -1.2873 1.4557
H: -0.2954 -1.8721 -0.7944
O: -1.5425 -1.1956 -4.2638
H: -1.2196 -1.9039 -3.6620
H: -0.7245 -0.7860 -4.6263

Forces on the atoms, in the same order (eV/Å):
-0.01 -1.18 0.27
0.23 1.73 -0.82
0.07 -0.53 1.24
-0.22 0.00 -0.28
0.29 0.37 0.07
0.14 -0.53 -0.26
-0.40 0.10 0.01
0.48 -0.01 0.29
-0.56 -0.30 -0.32
-0.46 -0.27 -0.07
0.21 0.49 -0.13
0.23 0.13 -0.02
1.12 -0.33 0.22
-0.28 0.81 -0.67
-0.84 -0.46 0.46

=====

The evaluated E_HOMO for the records listed, in turn: -8.57 -8.77 -4.53 -9.21 eV.